No. 1
{"formula": "C29H80AgN7O8", "method": "the ωB97M-V functional and the def2-TZVPD basis", "species": ["Ag", "C", "O", "H", "H", "H", "C", "C", "C", "O", "C", "N", "H", "H", "H", "H", "H", "H", "H", "H", "H", "H", "H", "C", "C", "C", "O", "C", "N", "H", "H", "H", "H", "H", "H", "H", "H", "H", "H", "H", "C", "C", "C", "O", "C", "N", "H", "H", "H", "H", "H", "H", "H", "H", "H", "H", "H", "C", "C", "C", "O", "C", "N", "H", "H", "H", "H", "H", "H", "H", "H", "H", "H", "H", "C", "C", "C", "O", "C", "N", "H", "H", "H", "H", "H", "H", "H", "H", "H", "H", "H", "C", "C", "C", "O", "C", "N", "H", "H", "H", "H", "H", "H", "H", "H", "H", "H", "H", "C", "C", "C", "O", "C", "N", "H", "H", "H", "H", "H", "H", "H", "H", "H", "H", "H"], "coordinates": [[1.5216, -1.8196, -2.5960], [-0.4739, 0.3551, -0.6515], [0.6907, 0.0488, -1.3462], [-1.1832, 0.8328, -1.3509], [-1.0131, -0.5369, -0.2850], [-0.3795, 1.0277, 0.2132], [-0.3508, -3.5859, -0.7078], [0.9401, -4.3621, -0.5028], [0.8932, -5.8279, -0.9359], [2.1656, -6.3948, -0.7720], [2.2978, -7.6923, -1.2944], [2.0938, -3.7181, -1.1421], [-1.0609, -3.9514, 0.0365], [-0.6736, -3.5861, -1.7506], [-0.1691, -2.5361, -0.4523], [1.2045, -4.3812, 0.5648], [0.6021, -5.8620, -1.9954], [0.1391, -6.3857, -0.3726], [2.1732, -7.6995, -2.3839], [1.5683, -8.3581, -0.8240], [3.3086, -8.0496, -1.1091], [2.5049, -2.9595, -0.5865], [2.8203, -4.4279, -1.2255], [2.5970, 2.1330, 6.9693], [2.9276, 1.0434, 5.9278], [2.1948, 1.2427, 4.5947], [2.4549, 2.4898, 4.0111], [1.4962, 2.8426, 3.0431], [4.3795, 1.0120, 5.7382], [2.6187, 3.1215, 6.5126], [3.3037, 1.9738, 7.7764], [1.5609, 2.0130, 7.2942], [2.6952, 0.0524, 6.3225], [1.1252, 1.2004, 4.8682], [2.4204, 0.4317, 3.8939], [1.4546, 2.1159, 2.2266], [1.7167, 3.8398, 2.6678], [0.5067, 2.9202, 3.5123], [4.6955, 1.8403, 5.2498], [4.7249, 0.1773, 5.2918], [2.0167, -1.8810, 2.0653], [2.9281, -0.8562, 1.4241], [4.3206, -1.0264, 2.0250], [5.2080, -0.0324, 1.5508], [6.4383, -0.1183, 2.2384], [2.9459, -1.0540, -0.0296], [1.7036, -1.5400, 3.0540], [2.4712, -2.8733, 2.1264], [1.1044, -2.0355, 1.4827], [2.6356, 0.1662, 1.6914], [4.7386, -2.0207, 1.8227], [4.2435, -0.9819, 3.1201], [6.3121, 0.1738, 3.2871], [7.1531, 0.5124, 1.7184], [6.8184, -1.1472, 2.2661], [3.6362, -0.4141, -0.4309], [2.0712, -0.6003, -0.3592], [-1.0227, -0.8187, 2.8376], [-2.2355, -0.3153, 3.5882], [-3.1646, -1.4440, 4.0356], [-3.9130, -2.0797, 3.0247], [-4.6893, -1.2149, 2.2223], [-1.7441, 0.3518, 4.8210], [-1.2333, -1.2152, 1.8384], [-0.5282, -1.6728, 3.3048], [-0.3106, -0.0011, 2.7005], [-2.7910, 0.4465, 3.0314], [-3.7980, -1.1290, 4.8771], [-2.5764, -2.2548, 4.4697], [-5.3457, -0.6538, 2.8987], [-5.3181, -1.6978, 1.4776], [-4.0392, -0.5389, 1.6571], [-2.5420, 0.7557, 5.3004], [-1.1236, 1.1002, 4.5359], [-2.6562, 1.1781, -5.5245], [-1.4126, 1.6708, -4.8097], [-1.7429, 2.7961, -3.8404], [-2.0944, 4.0160, -4.4805], [-1.0471, 4.6474, -5.1711], [-0.7693, 0.5292, -4.1374], [-2.9178, 1.8928, -6.3123], [-3.5457, 1.0709, -4.9028], [-2.4813, 0.2380, -6.0470], [-0.6637, 1.9303, -5.5664], [-1.0500, 2.9735, -3.0077], [-2.6396, 2.5282, -3.2640], [-1.4521, 5.0793, -6.0858], [-0.2502, 3.9747, -5.5101], [-0.5083, 5.4047, -4.5949], [-1.3892, 0.2777, -3.3616], [0.0884, 0.8027, -3.6580], [2.5083, 2.9201, -3.4564], [2.5731, 3.2143, -1.9614], [1.2028, 3.6837, -1.4720], [0.7766, 4.8877, -2.0552], [-0.4348, 5.3490, -1.4951], [3.0731, 2.0522, -1.2394], [1.6098, 2.3612, -3.7552], [3.4026, 2.3896, -3.7770], [2.3029, 3.8146, -4.0532], [3.2405, 4.0742, -1.8514], [1.2853, 3.8008, -0.3772], [0.4805, 2.8612, -1.5802], [-0.5590, 6.4182, -1.6689], [-0.5222, 5.1818, -0.4187], [-1.2468, 4.8547, -2.0424], [2.9595, 2.3287, -0.2583], [2.3689, 1.3063, -1.2841], [-5.0981, -1.4389, -3.8530], [-4.2022, -1.1573, -2.6538], [-4.9508, -1.3275, -1.3408], [-6.0653, -0.4736, -1.1784], [-5.7371, 0.8704, -1.0269], [-3.0752, -2.1149, -2.6935], [-4.4577, -1.5238, -4.7298], [-5.7938, -0.6129, -4.0127], [-5.7060, -2.3282, -3.6818], [-3.7773, -0.1512, -2.6794], [-4.2482, -1.0615, -0.5370], [-5.2687, -2.3642, -1.2225], [-6.5768, 1.4781, -0.6973], [-5.3549, 1.3469, -1.9415], [-4.9166, 1.0186, -0.3063], [-3.4698, -3.0518, -2.7649], [-2.6532, -2.0857, -1.7635]], "atomic_forces_ev_per_a": [[-0.5, 0.3, 0.8], [-0.4, -0.5, -1.2], [0.6, -0.3, 0.1], [-0.2, 0.2, 0.3], [0.0, 0.0, 0.1], [0.4, 0.1, 0.0], [0.7, 0.1, 0.6], [0.9, -0.2, 0.8], [-0.4, 0.4, -0.6], [0.5, 0.3, 0.3], [-0.1, -0.1, -0.2], [0.2, 0.3, -1.0], [-0.5, 0.0, -0.5], [-0.3, -0.4, 0.1], [0.1, 0.0, 0.0], [-0.5, 0.0, 0.1], [0.0, -0.1, -0.1], [-0.1, 0.1, 0.1], [-0.3, 0.0, 0.0], [0.1, -0.2, -0.1], [0.0, 0.1, 0.3], [-0.2, 0.0, 0.2], [-0.1, 0.2, -0.3], [-0.6, -0.8, -0.8], [1.0, 0.4, -0.6], [-1.1, -0.3, 1.0], [0.5, 0.3, 0.0], [-0.2, 0.1, 0.4], [0.2, 0.4, 0.5], [0.5, 0.1, 0.1], [-0.1, 0.5, 0.2], [0.1, -0.1, 0.3], [-0.5, 0.1, 0.0], [0.0, -0.2, -0.3], [0.0, 0.0, 0.0], [0.0, 0.0, -0.1], [0.3, -0.1, -0.1], [-0.1, -0.2, -0.1], [0.1, -0.1, -0.1], [-0.1, 0.0, -0.2], [-0.6, 0.0, 0.0], [1.1, -0.4, 0.0], [0.0, 0.1, 0.0], [-0.1, -0.3, 0.2], [-0.1, -0.2, 0.0], [-0.1, 0.9, 0.0], [0.1, -0.3, 0.0], [0.3, 0.1, 0.1], [0.0, 0.3, 0.0], [-0.3, 0.0, -0.1], [-0.1, -0.1, -0.3], [-0.1, 0.2, 0.1], [0.1, 0.3, 0.0], [0.0, 0.1, 0.1], [0.0, 0.0, -0.2], [0.3, -0.3, 0.2], [-0.1, -0.4, -0.1], [0.0, -0.3, -0.8], [0.1, 0.2, 0.9], [0.1, -0.4, 0.3], [-0.1, -0.5, -0.8], [0.1, 0.8, 0.6], [-0.2, -0.5, -0.2], [-0.4, 0.3, 0.0], [-0.1, 0.3, 0.6], [0.1, -0.1, 0.0], [0.0, -0.3, -0.5], [-0.3, 0.4, -0.3], [0.3, 0.1, -0.1], [-0.1, 0.3, -0.3], [0.2, -0.7, 0.3], [-0.1, 0.2, 0.1], [0.2, 0.2, 0.1], [-0.1, 0.1, 0.2], [-0.2, 0.4, -1.0], [0.8, -1.0, 0.1], [-0.7, 0.6, 0.5], [0.0, -0.2, 0.1], [0.7, 0.0, -0.6], [-0.5, -0.1, 0.9], [-0.1, 0.1, 0.2], [0.2, 0.0, 0.3], [0.2, -0.1, 0.2], [-0.3, 0.6, 0.1], [0.7, -0.1, -0.6], [-0.2, -0.2, -0.3], [-0.1, 0.2, 0.1], [-0.2, -0.3, 0.1], [-0.4, 0.1, 0.3], [0.2, -0.4, -0.2], [-0.1, 0.2, 0.0], [-0.8, 0.1, -0.5], [-0.6, 0.5, -1.4], [0.2, -0.7, 1.1], [0.4, 0.2, 0.2], [-0.5, -0.1, -0.7], [-0.6, 0.3, 1.0], [0.2, -0.6, 0.5], [0.0, 0.1, -0.2], [0.7, 0.3, 0.2], [0.3, -0.2, 0.3], [0.0, 0.3, 0.0], [-0.1, 0.1, -0.3], [0.3, 0.0, -0.1], [0.2, -0.2, 0.0], [-0.3, 0.0, 0.4], [0.6, -0.2, 0.0], [-0.2, 0.1, -0.5], [0.1, 0.8, 0.2], [-0.1, -0.9, -0.2], [0.4, 1.0, 0.3], [-0.8, -0.5, -0.1], [1.0, 1.0, -0.1], [-0.2, 0.2, 0.6], [-0.2, -0.2, -0.1], [0.0, 0.0, 0.0], [0.2, -0.2, -0.1], [0.0, 0.0, -0.2], [0.1, -0.4, 0.0], [-0.2, 0.1, 0.0], [-0.3, -0.4, 0.0], [-0.2, -0.2, -0.2], [-0.1, -0.2, 0.2], [0.1, 0.0, -0.1], [0.3, -0.1, -0.2]], "lowdin_charge": [0.764, -0.305, -0.461, 0.042, 0.032, 0.062, -0.072, -0.428, -0.209, -0.203, -0.101, 0.018, 0.093, 0.069, 0.036, 0.131, 0.132, 0.134, 0.091, 0.091, 0.089, 0.021, 0.080, -0.052, -0.409, -0.217, -0.176, -0.103, 0.033, 0.074, 0.073, 0.074, 0.138, 0.107, 0.096, 0.068, 0.090, 0.085, 0.075, 0.047, -0.060, -0.411, -0.224, -0.172, -0.107, 0.024, 0.064, 0.088, 0.059, 0.121, 0.130, 0.111, 0.077, 0.091, 0.088, 0.072, 0.012, -0.066, -0.424, -0.210, -0.173, -0.106, 0.036, 0.064, 0.080, 0.067, 0.125, 0.122, 0.129, 0.100, 0.082, 0.065, 0.070, 0.041, -0.057, -0.432, -0.203, -0.174, -0.111, 0.047, 0.081, 0.066, 0.079, 0.129, 0.090, 0.124, 0.088, 0.077, 0.081, 0.037, 0.024, -0.053, -0.429, -0.233, -0.175, -0.100, 0.055, 0.057, 0.077, 0.075, 0.140, 0.116, 0.102, 0.090, 0.087, 0.074, 0.069, 0.029, -0.052, -0.447, -0.223, -0.169, -0.122, 0.050, 0.075, 0.080, 0.084, 0.111, 0.096, 0.135, 0.091, 0.082, 0.087, 0.075, 0.046], "homo_lumo_gap_ev": 7.9698, "fmax_ev_per_a": 1.7, "total_charge": 0, "de_lowest_ev": 0.000, "total_energy_ha": -2284.8912}

---

No. 2
{"formula": "C29H81N9O8", "method": "the ωB97M-V functional and the def2-TZVPD basis", "species": ["C", "C", "C", "O", "C", "N", "H", "H", "H", "H", "H", "H", "H", "H", "H", "H", "H", "C", "C", "C", "O", "C", "N", "H", "H", "H", "H", "H", "H", "H", "H", "H", "H", "H", "C", "C", "C", "O", "C", "N", "H", "H", "H", "H", "H", "H", "H", "H", "H", "H", "H", "C", "C", "C", "O", "C", "N", "H", "H", "H", "H", "H", "H", "H", "H", "H", "H", "H", "C", "C", "C", "O", "C", "N", "H", "H", "H", "H", "H", "H", "H", "H", "H", "H", "H", "C", "C", "C", "O", "C", "N", "H", "H", "H", "H", "H", "H", "H", "H", "H", "H", "H", "C", "C", "C", "O", "C", "N", "H", "H", "H", "H", "H", "H", "H", "H", "H", "H", "H", "C", "O", "N", "N", "H", "H", "H", "H"], "coordinates": [[-2.3844, 7.2314, -1.2232], [-1.7736, 6.6020, 0.0098], [-0.4362, 5.9249, -0.1544], [-0.5630, 4.7884, -1.0382], [0.6011, 3.9654, -0.9313], [-1.5854, 7.7407, 0.9395], [-3.3746, 7.5793, -0.9292], [-2.4734, 6.4655, -1.9937], [-1.8359, 8.0148, -1.7462], [-2.5198, 5.9658, 0.4856], [0.0990, 5.7674, 0.7820], [0.2206, 6.6357, -0.6558], [0.3686, 3.1431, -1.6079], [0.7502, 3.4847, 0.0355], [1.4311, 4.6048, -1.2319], [-1.3125, 8.4214, 0.2450], [-2.4901, 8.0136, 1.2962], [-3.5000, 3.0434, -2.4312], [-4.0649, 1.6694, -2.9446], [-5.1114, 1.7056, -4.0440], [-5.4389, 0.3403, -4.4187], [-6.4893, 0.1765, -5.4699], [-2.8547, 1.1220, -3.5718], [-2.8537, 2.9985, -1.5546], [-4.3034, 3.7736, -2.3342], [-2.9571, 3.5421, -3.2342], [-4.2993, 0.9946, -2.1214], [-4.7529, 2.2307, -4.9294], [-5.9171, 2.3168, -3.6376], [-6.1687, 0.5275, -6.4507], [-7.4113, 0.6879, -5.1932], [-6.8096, -0.8639, -5.5255], [-2.2954, 0.7242, -2.8308], [-2.2506, 1.7533, -4.0784], [5.7683, -1.8479, 1.9602], [5.2822, -1.7540, 0.5362], [3.9459, -0.9024, 0.4964], [3.8861, 0.2445, 1.3614], [2.6586, 1.0002, 1.2637], [6.2242, -1.0449, -0.2878], [4.8359, -1.9402, 2.5171], [6.1392, -0.8610, 2.2369], [6.3861, -2.6956, 2.2567], [5.1511, -2.7059, 0.0215], [3.1477, -1.5401, 0.8763], [3.5973, -0.7493, -0.5250], [2.7572, 1.7876, 2.0109], [1.7625, 0.5193, 1.6559], [2.5328, 1.4708, 0.2887], [5.7423, -0.2244, -0.6264], [6.8893, -0.6468, 0.3598], [-3.3293, 1.6002, 2.4345], [-2.5151, 2.8870, 2.4017], [-1.2938, 2.8659, 3.2655], [-1.6683, 2.8798, 4.6666], [-0.6301, 2.7284, 5.6084], [-2.1399, 3.1379, 0.9942], [-3.6022, 1.4480, 3.4788], [-2.6744, 0.7707, 2.1679], [-4.1921, 1.5196, 1.7733], [-3.2231, 3.6559, 2.7108], [-0.7412, 3.7577, 2.9696], [-0.6641, 1.9991, 3.0649], [0.2678, 3.3464, 5.6069], [-0.2394, 1.7167, 5.4994], [-1.1631, 2.7685, 6.5584], [-1.5013, 2.4272, 0.6669], [-1.5729, 3.9701, 0.9163], [4.2772, -3.9688, -2.6075], [4.9318, -3.0360, -3.6134], [4.1620, -1.7468, -3.7780], [2.9019, -1.9330, -4.3732], [2.1735, -0.6397, -4.4862], [6.2867, -2.7657, -3.1740], [4.2897, -3.5094, -1.6191], [4.9562, -4.8214, -2.6154], [3.2690, -4.3111, -2.8409], [4.9873, -3.6608, -4.5048], [4.6990, -0.9642, -4.3138], [3.9577, -1.3217, -2.7953], [2.2655, 0.0749, -3.6683], [1.1471, -0.9366, -4.7016], [2.5511, -0.0217, -5.3008], [6.3931, -1.8460, -2.7704], [7.0043, -2.6131, -3.8682], [-0.2184, -4.5712, -2.0977], [-1.2690, -5.0797, -1.1191], [-0.7868, -5.5138, 0.3003], [-1.9059, -6.0882, 0.9533], [-1.7206, -6.6086, 2.1955], [-2.1101, -3.9080, -0.9965], [0.6379, -5.2338, -2.2241], [0.2613, -3.6666, -1.7240], [-0.6569, -4.3032, -3.0589], [-1.7280, -5.9203, -1.6395], [-0.4974, -4.6054, 0.8286], [0.0886, -6.1619, 0.2573], [-1.0932, -7.4989, 2.1512], [-2.6970, -6.9223, 2.5646], [-1.2718, -5.8442, 2.8298], [-2.5786, -3.8568, -0.1032], [-2.9589, -4.2001, -1.4594], [2.6640, -2.2737, 4.2867], [1.1527, -2.4782, 4.0446], [0.2607, -1.3450, 4.6540], [-1.1692, -1.7043, 4.5898], [-2.0752, -0.7545, 5.0620], [0.9521, -2.6775, 2.6371], [3.1568, -3.0863, 3.7529], [2.9939, -2.4233, 5.3148], [3.0014, -1.3967, 3.7344], [0.8604, -3.3774, 4.5868], [0.4452, -0.3549, 4.2370], [0.5653, -1.1329, 5.6788], [-2.0276, 0.2334, 4.6039], [-1.9794, -0.6781, 6.1451], [-3.0588, -1.1337, 4.7851], [-0.0209, -2.8777, 2.4546], [1.0293, -1.7486, 2.2482], [-0.8498, -0.2396, -0.8585], [-0.3255, 0.7815, -0.4297], [-0.9372, -0.5381, -2.1656], [-1.2688, -1.1336, -0.0517], [-0.4226, 0.0747, -2.7819], [-1.4511, -1.3527, -2.4696], [-1.3509, -2.1152, -0.2752], [-0.9613, -0.9442, 0.8915]], "atomic_forces_ev_per_a": [[-0.5, -1.7, -1.1], [-0.4, 1.0, 1.0], [-0.1, 0.1, -1.6], [0.3, 0.3, 1.8], [-1.1, 0.1, -1.0], [0.8, -0.4, -0.1], [0.0, 0.1, -0.3], [-0.5, -0.1, -0.2], [0.4, 0.3, 0.6], [0.1, -0.5, -0.3], [-0.5, -0.7, 0.4], [0.2, 0.4, -0.3], [0.6, 0.0, -0.2], [-0.1, 0.4, 0.4], [0.5, -0.5, 0.0], [0.2, 1.0, 0.7], [-0.1, 0.2, 0.0], [-2.0, 0.6, -0.8], [3.1, 1.2, -1.2], [-0.5, -0.5, 0.2], [-1.5, 0.5, -0.8], [0.7, 0.6, 1.6], [0.4, -2.3, 0.2], [-0.3, -0.2, 0.0], [-0.3, 0.1, 1.0], [0.4, -0.4, -0.2], [-0.5, 0.1, -0.1], [0.4, 0.1, 0.0], [-0.9, -0.4, -0.2], [0.3, 0.0, 0.1], [0.1, 0.5, 0.1], [0.7, -0.1, 0.1], [0.0, 0.0, -0.3], [-0.5, 0.5, 0.1], [-1.5, -0.2, 0.6], [-1.1, 1.4, -0.4], [-1.2, -1.9, 1.2], [0.1, 0.1, -0.9], [1.1, 0.3, 0.9], [1.2, 1.1, -0.3], [0.2, -0.2, 0.5], [0.4, -0.2, 0.2], [0.3, 0.3, -0.4], [-0.7, -0.2, 0.6], [-0.2, -0.6, 0.1], [0.5, 0.8, -0.4], [0.4, 0.3, -0.2], [-0.1, -0.9, -0.7], [-0.2, -0.4, -0.1], [0.1, 0.2, -0.4], [0.6, 0.1, -0.3], [0.7, -0.5, 0.7], [-1.1, -0.5, -1.7], [-0.1, 0.3, 1.4], [0.3, 0.8, -1.3], [-0.5, -1.4, 0.1], [0.0, 0.3, 0.5], [-0.4, -0.2, 0.0], [0.1, -0.2, -0.1], [0.0, 0.6, 0.1], [0.4, 0.5, 0.1], [0.4, 0.2, 0.5], [0.1, -0.3, -0.1], [-0.4, 0.8, -0.4], [0.2, -0.4, 0.2], [0.4, 0.2, 0.2], [0.0, -0.7, -0.1], [-0.2, 0.4, 0.0], [0.5, -0.2, 0.3], [-0.2, -0.2, -0.3], [-0.6, 0.5, -0.1], [-1.2, 1.8, -0.2], [0.7, -1.4, -0.7], [1.2, 0.7, 0.4], [-0.1, -0.1, 0.1], [-0.2, -0.2, 0.5], [0.0, 0.3, -0.2], [-0.1, 0.6, -0.6], [0.5, -0.1, -0.4], [0.4, 0.0, 0.6], [-0.1, -0.7, 0.9], [0.0, 0.3, 0.2], [0.2, -0.4, -0.6], [-0.7, 0.1, 1.2], [-0.3, -0.9, -1.0], [1.6, -0.1, 0.5], [1.7, 0.0, 0.3], [-0.5, 0.4, -1.0], [-0.5, 0.6, -2.5], [0.4, -0.4, 1.0], [-2.4, -0.1, 0.2], [-0.2, -0.5, -0.4], [-0.2, 0.3, 0.2], [-0.1, -0.3, 0.0], [-0.5, -0.2, 0.5], [0.3, 0.2, 0.2], [-0.1, -0.4, 0.0], [0.3, -0.1, 0.2], [0.1, 0.2, 0.2], [0.1, -0.1, 0.6], [0.5, -0.2, 1.1], [-0.4, 0.6, -1.1], [-0.5, -0.8, -0.8], [-0.3, 0.5, 1.7], [-0.7, -0.3, 0.4], [2.5, -0.3, -0.9], [-0.4, 0.0, 0.2], [-0.4, 0.3, -0.7], [-0.1, -0.2, -0.1], [-0.2, 0.8, 0.1], [0.2, 0.5, 0.7], [-0.1, -0.2, -0.1], [-0.2, 0.1, -1.0], [-0.2, -0.6, 0.6], [0.5, 0.1, -0.1], [-0.2, 0.3, 0.2], [-0.1, -0.1, 0.3], [-0.4, -0.4, 0.2], [0.4, 0.3, -0.6], [2.0, 2.0, -2.0], [0.4, 1.4, -0.2], [0.3, 0.0, -0.8], [-1.5, -3.5, 4.1], [-0.3, -0.4, -0.1], [0.3, 0.2, -0.2], [-0.2, 0.0, -0.6], [-0.4, 0.0, 0.1]], "lowdin_charge": [-0.070, -0.438, -0.210, -0.211, -0.105, 0.027, 0.084, 0.071, 0.083, 0.132, 0.120, 0.123, 0.078, 0.071, 0.090, 0.054, 0.067, -0.060, -0.372, -0.210, -0.200, -0.069, 0.007, 0.052, 0.061, 0.066, 0.142, 0.122, 0.115, 0.076, 0.072, 0.075, 0.008, 0.066, -0.046, -0.411, -0.187, -0.195, -0.087, 0.033, 0.046, 0.086, 0.087, 0.110, 0.102, 0.104, 0.085, 0.062, 0.083, 0.066, 0.063, -0.056, -0.421, -0.183, -0.189, -0.116, 0.078, 0.069, 0.063, 0.081, 0.141, 0.122, 0.119, 0.087, 0.057, 0.094, 0.038, 0.027, -0.055, -0.433, -0.241, -0.176, -0.069, 0.041, 0.053, 0.079, 0.070, 0.141, 0.123, 0.103, 0.076, 0.080, 0.078, 0.041, 0.069, -0.076, -0.405, -0.162, -0.194, -0.135, 0.018, 0.070, 0.066, 0.081, 0.138, 0.106, 0.130, 0.090, 0.095, 0.088, 0.079, 0.091, -0.055, -0.428, -0.152, -0.195, -0.125, 0.053, 0.070, 0.082, 0.066, 0.136, 0.101, 0.116, 0.053, 0.093, 0.093, 0.053, 0.046, -0.743, 0.003, 0.163, 0.195, 0.105, 0.114, 0.061, 0.104], "homo_lumo_gap_ev": 8.8404, "fmax_ev_per_a": 5.6, "total_charge": 0, "de_lowest_ev": 3.895, "total_energy_ha": -2248.0000}